Record 1
Below is a cluster of 2 separate species, ClHN2O in total in a non-equilibrium geometry, with properties calculated with ωB97M-V/def2-TZVPD.

XYZ file:
```
5
Properties=species:S:1:pos:R:3:forces:R:3
N 1.080539 0.799714 1.114120 0.187 -0.030 0.040
N 1.279498 0.038314 0.319541 0.103 2.288 2.603
O 1.482457 -0.741777 -0.494716 0.447 -2.292 -2.437
Cl -1.468677 0.347177 -0.130681 2.945 3.383 2.611
H -2.373817 -0.443426 -0.808266 -3.682 -3.348 -2.817
```
Forces are in eV/Å.

Output
calculated total energy	-17557.6774	eV
energy relative to the best compared isomer or geometry (same formula, charge and spin)	91.1	kcal per mole
highest occupied orbital energy (spin up / spin down)	-5.38 / -12.40	eV
2S+1	3
LUMO energy (spin up / spin down)	1.20 / -5.46	eV
frontier orbital gap (spin up / spin down)	6.581 / 6.939	eV
max |F|	5.7	eV/Å


Record 2
Below is a structure of composition C19H19AsN3RhS2, with properties calculated with ωB97M-V/def2-TZVPD.

XYZ file:
```
45
Properties=species:S:1:pos:R:3:forces:R:3
Rh -0.038988 0.272144 -2.310314 -0.108 0.341 -0.173
S 2.359001 0.382289 -2.407487 0.013 -0.054 -0.097
C 2.996435 0.442237 -0.830743 0.124 -0.004 0.135
C 4.401893 0.531465 -0.706784 -0.016 -0.005 0.027
C 4.988401 0.584758 0.543550 -0.039 0.000 -0.052
C 4.193185 0.546520 1.680230 -0.015 -0.001 0.056
C 2.796609 0.451710 1.580801 0.104 -0.001 0.006
C 2.202555 0.395909 0.342958 -0.005 -0.026 -0.002
As 0.290919 0.316759 0.143013 0.182 -0.082 -0.030
C -0.471470 0.454098 1.888671 -0.049 0.038 0.102
C -0.673278 -0.690751 2.657030 -0.015 0.014 0.048
C -1.163811 -0.556908 3.947425 -0.001 0.011 -0.003
C -1.447154 0.703095 4.459027 0.001 -0.012 -0.007
C -1.241628 1.838781 3.687513 -0.002 0.003 0.004
C -0.754332 1.720154 2.394354 -0.028 0.019 0.040
C -0.092418 -1.492995 -0.453480 -0.051 -0.145 0.195
C -1.438581 -1.894633 -0.447880 -0.027 -0.010 -0.002
C -1.781308 -3.193088 -0.782617 0.024 0.001 -0.012
C -0.784638 -4.102948 -1.121963 -0.018 -0.010 -0.005
C 0.550985 -3.720734 -1.114342 0.008 0.001 -0.013
C 0.902754 -2.423396 -0.777443 -0.010 0.041 -0.090
H 5.006767 0.559449 -1.603715 -0.005 -0.002 -0.004
H 6.063105 0.658506 0.633606 0.002 0.002 -0.003
H 4.652421 0.593147 2.658804 -0.011 -0.003 0.003
H 2.199359 0.428297 2.483833 -0.023 -0.001 -0.013
H -0.448356 -1.676065 2.268616 0.009 0.011 -0.028
H -1.321560 -1.437515 4.555307 0.001 -0.003 -0.004
H -1.830328 0.799058 5.465950 0.002 0.004 0.001
H -1.462243 2.817042 4.092352 0.001 0.002 -0.006
H -0.596566 2.611016 1.798085 0.013 -0.021 -0.033
H -2.210602 -1.200443 -0.127343 0.021 0.013 0.014
H -2.816841 -3.505675 -0.761271 -0.002 0.001 0.004
H -1.050743 -5.119523 -1.378976 0.001 0.000 0.001
H 1.320604 -4.439838 -1.359864 0.004 0.003 0.002
H 1.947001 -2.138879 -0.756610 0.003 -0.008 0.019
N -2.286055 0.253313 -2.906542 -0.052 -0.083 -0.086
N -2.856560 1.536966 -2.936251 0.114 0.017 0.003
C -2.091704 2.643888 -2.964889 -0.086 -0.016 0.010
N -2.712306 3.800391 -3.131690 0.033 0.003 -0.019
S -0.391672 2.616068 -2.781088 -0.078 0.005 0.007
H -2.392016 -0.175562 -3.824882 -0.017 -0.042 0.012
H -2.792881 -0.313940 -2.233689 -0.002 0.000 0.014
H -3.848482 1.597482 -3.120864 -0.002 0.002 -0.033
H -3.704306 3.877386 -3.299956 -0.003 -0.004 0.009
H -2.171181 4.650973 -3.140420 0.009 -0.002 0.002
```
Forces are in eV/Å.

Output
calculated total energy	-109982.4940	eV
highest occupied orbital energy (spin up / spin down)	-13.84 / -14.90	eV
2S+1	5
LUMO energy (spin up / spin down)	-5.24 / -8.60	eV
frontier orbital gap (spin up / spin down)	8.601 / 6.299	eV
charge	+2
max |F|	0.4	eV/Å


Record 3
Below is a structure of composition C21H29N8O2SYb in a non-equilibrium geometry, with properties calculated with ωB97M-V/def2-TZVPD.

XYZ file:
```
62
Properties=species:S:1:pos:R:3:forces:R:3
Yb 3.303560 -12.247177 -9.282066 -0.096 0.690 0.433
C 6.663284 -11.781521 -12.693148 -0.667 -1.867 -1.511
C 6.045822 -10.582291 -13.453616 -0.709 -0.865 0.864
N 4.565932 -10.673906 -13.311986 0.755 0.646 -0.742
C 3.965706 -10.886161 -12.033323 -2.714 -0.765 -1.370
S 4.702134 -10.309029 -10.603095 0.725 0.723 1.334
N 2.757823 -11.393159 -12.137064 1.451 -0.450 -0.133
N 2.050382 -11.669888 -10.984615 0.338 0.350 0.569
C 1.067285 -12.679663 -11.102607 -0.021 -0.250 -0.972
C 0.321764 -12.692874 -12.398381 -1.911 1.025 -2.569
C 0.344013 -13.037212 -9.862659 0.189 -0.380 -0.155
C -1.133909 -13.133930 -9.809495 -0.312 -0.032 0.821
C -1.792104 -13.332480 -8.632368 1.451 0.133 -0.384
C -1.018914 -13.318629 -7.442744 0.776 0.618 0.471
C 0.255044 -12.735553 -7.553115 -0.243 -0.825 -1.782
N 0.917417 -12.455236 -8.689296 -0.338 0.037 1.542
H 7.712592 -11.723691 -12.505550 1.151 0.117 -0.462
H 6.405322 -12.791198 -13.211563 0.531 1.609 0.811
H 6.277835 -11.834474 -11.682766 -0.481 0.052 -0.086
H 6.300770 -10.523412 -14.570896 -0.250 -0.021 1.699
H 6.387275 -9.704348 -12.873459 -0.195 0.020 -0.769
H 4.129821 -11.320076 -13.970918 0.267 0.240 0.331
H -0.322674 -11.746052 -12.617622 1.182 -1.045 0.934
H -0.471626 -13.487483 -12.506966 1.161 0.393 0.190
H 1.011400 -12.678075 -13.306339 -0.676 -0.458 1.339
H -1.739175 -12.784309 -10.599443 -0.369 -0.025 -1.330
H -2.859501 -13.380001 -8.627395 -0.643 0.060 0.093
H -1.423275 -13.273303 -6.439938 -0.356 -0.407 -0.018
H 0.728402 -12.525344 -6.620748 0.561 0.571 0.588
C 3.411208 -15.763530 -6.368746 -2.273 0.475 1.064
C 3.064303 -14.801985 -7.491176 1.003 0.409 1.884
N 3.367291 -13.485787 -7.366765 1.277 -0.058 -1.707
O 3.524672 -13.004916 -6.062060 -0.747 0.384 1.113
C 2.657780 -15.223039 -8.674538 0.307 0.372 -1.301
C 2.677750 -16.598802 -9.105100 -0.513 -4.052 0.410
N 2.559102 -14.246073 -9.722402 -1.384 -0.840 -0.520
O 3.814921 -14.031504 -10.368972 0.197 0.196 -0.301
H 3.081231 -15.362132 -5.368923 0.683 0.009 -0.937
H 4.449726 -15.994182 -6.349060 0.930 -0.177 0.071
H 2.807111 -16.674495 -6.431658 0.348 -0.016 -0.359
H 2.611154 -12.703830 -6.005867 0.075 0.432 1.188
H 3.164288 -17.430754 -8.438162 -0.551 1.873 -0.706
H 3.139828 -16.796447 -10.084855 -0.260 0.447 0.122
H 1.619473 -16.927279 -9.129561 0.336 -0.386 -0.578
C 1.348810 -14.159218 -10.533261 -1.009 0.761 0.368
C 0.819447 -15.328469 -11.338497 2.167 0.001 1.189
C -0.315247 -16.050979 -11.061806 -2.200 0.625 -0.353
C -0.709567 -17.135607 -11.875070 -0.020 -0.335 1.354
C 0.204679 -17.693672 -12.761212 -0.812 1.007 0.507
C 1.390570 -17.018660 -12.943854 2.026 -1.402 -1.857
C 1.724442 -15.886476 -12.242202 1.237 0.733 -0.115
H -1.006634 -15.627353 -10.300523 0.510 -0.538 -0.549
H -1.676406 -17.616147 -11.645834 0.557 0.152 -0.249
H 0.029898 -18.606683 -13.279968 -0.339 -0.482 -0.425
H 2.100820 -17.499864 -13.713670 -0.792 0.974 1.391
H 2.754513 -15.429382 -12.259011 -1.253 -0.404 -0.426
N 5.937719 -15.683706 -11.479750 -0.277 0.051 -1.713
N 6.758956 -15.315188 -10.413974 -0.379 0.347 1.477
H 5.091171 -15.123635 -11.555684 0.181 0.351 0.372
H 5.617042 -16.616071 -11.358088 -0.106 -0.844 0.331
H 6.193364 -14.761336 -9.736907 0.816 -0.307 -0.633
H 7.552482 -14.802341 -10.773714 -0.289 0.349 0.152
```
Forces are in eV/Å.

Output
calculated total energy	-80622.5377	eV
energy relative to the best compared isomer or geometry (same formula, charge and spin)	63.9	kcal per mole
highest occupied orbital energy (spin up / spin down)	-0.13 / -0.13	eV
2S+1	2
LUMO energy (spin up / spin down)	4.91 / 4.91	eV
frontier orbital gap (spin up / spin down)	5.037 / 5.040	eV
charge	-2
max |F|	4.1	eV/Å